C30H30N6 | ωB97M-V with the def2-TZVPD basis set

The orbital gap comes out at 9.725 eV. As for the SMILES: c1ccncc1.c1ccncc1.c1ccncc1.c1ccncc1.c1ccncc1.c1ccncc1. The HOMO energy is -9.337 eV. Its energy is -1489.27716 a.u.

Each line ends with the Mulliken charge.
Positions of all 66 atoms, in Å:
C1 0.3313 1.6744 4.5663  -0.611
C2 0.3543 0.2904 4.6293  -0.260
C3 1.5483 -0.3246 5.1263  -0.375
N1 2.7103 0.3354 5.3253  -0.586
C4 2.6513 1.6324 5.0233  -0.182
C5 1.5583 2.3944 4.5983  -0.033
H1 -0.6407 2.1624 4.2483  0.419
H2 -0.4467 -0.4036 4.5713  0.428
H3 1.7443 -1.3786 5.0693  0.404
H4 3.6523 1.9574 5.2653  0.475
H5 1.6753 3.4754 4.4903  0.302
C6 2.5353 4.8774 2.2593  -0.102
C7 3.2193 4.3864 1.1193  -0.416
C8 4.5803 4.1894 0.9823  -0.644
N2 5.4253 4.3164 2.0593  -0.571
C9 4.8043 4.6374 3.2273  -0.206
C10 3.5283 5.1094 3.3893  -0.257
H6 1.3893 4.9654 2.2423  0.341
H7 2.5553 4.1644 0.4573  0.633
H8 5.0123 3.9704 0.1653  0.603
H9 5.5263 4.5424 4.0243  0.430
H10 3.0513 5.4314 4.5303  0.252
C11 -4.2537 -4.1456 0.1503  -0.458
C12 -2.9177 -4.4526 -0.1367  -0.084
C13 -2.4207 -4.0066 -1.4697  -0.582
N3 -3.3287 -3.5246 -2.3977  -0.441
C14 -4.6287 -3.3656 -2.0967  -0.230
C15 -5.1367 -3.5736 -0.8327  -0.522
H11 -4.3717 -4.6026 1.0273  0.511
H12 -2.1597 -4.9836 0.5193  0.334
H13 -1.4387 -4.1506 -1.8127  0.724
H14 -5.3237 -2.8646 -3.0497  0.215
H15 -6.0037 -3.4356 -0.3307  0.502
C16 -1.3877 -0.2616 0.9363  -0.640
C17 -0.9477 -1.1096 -0.0737  -0.012
C18 0.3333 -0.7376 -0.8457  -0.022
N4 1.0763 0.2354 -0.4057  -0.601
C19 0.6243 0.9814 0.6143  -0.485
C20 -0.5647 0.8414 1.2663  -0.395
H16 -2.1877 -0.5246 1.5913  0.507
H17 -1.5677 -1.8826 -0.4307  0.299
H18 0.4823 -1.4616 -1.7577  0.305
H19 1.4553 1.6284 0.9633  0.587
H20 -0.7527 1.5924 2.0603  0.438
C21 -4.4057 0.6544 -3.7337  -0.234
C22 -3.3427 0.7224 -2.8357  0.198
C23 -2.3287 1.6544 -2.7797  -0.096
N5 -2.3747 2.8404 -3.4717  -0.476
C24 -3.4147 2.7394 -4.3667  -0.159
C25 -4.4847 1.8024 -4.5677  -0.372
H21 -5.1267 -0.3446 -3.8627  0.090
H22 -3.2607 -0.1926 -2.1287  0.038
H23 -1.4677 1.7764 -2.0447  0.360
H24 -3.3907 3.6964 -5.0247  0.288
H25 -5.3007 1.8784 -5.3117  0.353
C26 3.3243 -2.5206 -2.6037  -0.092
C27 2.7463 -2.9306 -1.5207  -0.368
C28 1.8623 -4.0356 -1.6287  -0.727
N6 1.4463 -4.5246 -2.8817  -0.630
C29 1.9263 -3.9406 -4.0157  -0.554
C30 2.7923 -2.9606 -3.9657  -0.176
H26 4.0563 -1.6126 -2.8057  0.225
H27 3.0123 -2.3166 -0.6597  0.360
H28 1.3993 -4.3756 -0.9607  0.987
H29 1.7383 -4.2006 -4.8637  0.663
H30 3.2463 -2.4106 -4.8217  0.332

---

C20H26F4N2O12 | ωB97M-V with the def2-TZVPD basis set

The orbital gap comes out at 10.788 eV. As for the SMILES: O=C1OC[C@@H](F)O1.O=C1OC[C@@H](F)O1.O=C1OC[C@@H](F)O1.O=C1OC[C@@H](F)O1.CCCC#N.CCCC#N. The HOMO energy is -10.905 eV. Its energy is -2189.61334 a.u.

Each line ends with the Mulliken charge.
Positions of all 64 atoms, in Å:
O1 -0.8423 -3.6292 -0.7344  -0.486
C1 -1.3005 -2.8854 -1.5337  0.532
O2 -2.6183 -2.7331 -1.7977  -0.309
C2 -2.7299 -1.9700 -3.0002  -0.526
C3 -1.4344 -1.1830 -2.9907  0.274
F1 -1.5475 -0.0553 -2.2192  -0.287
O3 -0.5623 -2.0623 -2.3249  -0.224
H1 -2.7419 -2.6499 -3.8562  0.321
H2 -3.6328 -1.3690 -2.9978  0.337
H3 -1.0331 -0.8935 -3.9564  0.359
O4 4.1346 0.0974 1.8455  -0.535
C4 3.8809 1.1190 1.3107  0.649
O5 3.7715 1.2813 -0.0286  -0.296
C5 3.7486 2.6709 -0.3249  0.187
C6 3.4378 3.3291 1.0116  0.171
F2 2.1259 3.7076 1.0672  -0.133
O6 3.6354 2.2937 1.9495  -0.328
H4 4.6950 3.0267 -0.7352  0.341
H5 2.9609 2.8495 -1.0540  -0.319
H6 4.0466 4.1725 1.3238  0.224
O7 1.8495 -0.1197 -2.6744  -0.438
C7 1.5147 0.9065 -3.1544  0.277
O8 1.6086 1.2204 -4.4669  -0.378
C8 1.3837 2.6342 -4.5877  -0.651
C9 0.5170 2.9092 -3.3763  0.336
F3 -0.7958 2.6453 -3.6349  -0.281
O9 0.9884 1.9609 -2.4556  0.205
H7 2.3449 3.1418 -4.4990  0.331
H8 0.9157 2.8490 -5.5422  0.343
H9 0.5998 3.9203 -2.9854  0.309
O10 0.3585 1.6686 2.6284  -0.506
C10 0.5066 0.6309 2.0797  0.311
O11 0.9222 0.4714 0.8067  0.104
C11 1.2734 -0.9044 0.6274  -0.368
C12 0.3952 -1.5893 1.6724  0.505
F4 1.0493 -2.6280 2.2569  -0.361
O12 0.2218 -0.5784 2.6416  -0.405
H10 1.1356 -1.2175 -0.4015  0.219
H11 2.3151 -1.0747 0.9137  0.191
H12 -0.5661 -1.9423 1.3019  0.232
C13 -2.0128 5.5527 1.2832  -1.363
C14 -0.8381 4.5710 1.1993  -0.359
C15 -0.9669 3.4613 0.1651  1.286
C16 -2.1927 2.6651 0.2449  0.056
N1 -3.1531 2.0372 0.2837  -0.609
H13 -2.9817 5.0435 1.3039  0.336
H14 -2.0612 6.1861 0.3935  0.323
H15 -1.9234 6.1463 2.1889  0.386
H16 -0.7034 4.1361 2.1866  0.294
H17 0.0201 5.1735 0.9044  0.284
H18 -0.1371 2.7690 0.3010  -0.668
H19 -0.9062 3.8662 -0.8480  0.087
C17 -0.6091 -6.5748 3.5020  -1.427
C18 -1.1349 -5.2755 2.8981  -0.017
C19 -2.2436 -5.4530 1.8444  0.008
C20 -3.0603 -6.6525 2.0178  0.076
N2 -3.7062 -7.5921 2.1478  -0.453
H20 -0.1786 -7.2363 2.7500  0.326
H21 -1.3640 -7.0992 4.0834  0.384
H22 0.2167 -6.3179 4.1724  0.420
H23 -0.2912 -4.7432 2.4623  0.055
H24 -1.5198 -4.6344 3.6932  0.307
H25 -1.8448 -5.4397 0.8295  0.066
H26 -2.9400 -4.6109 1.8877  0.277

---

HIN3P3 | ωB97M-V with the def2-TZVPD basis set

The orbital gap (alpha / beta) comes out at 7.094 / 7.094 eV. The HOMO energy (alpha / beta) is -8.666 / -8.666 eV. Its energy is -1486.62291 a.u.

Each line ends with the Mulliken charge.
Positions of all 8 atoms, in Å:
N1 2.6262 -1.2302 1.6051  -0.150
N2 0.9802 -1.5966 -0.2732  -0.258
N3 0.3016 0.2663 1.7586  -0.389
P1 2.0014 0.0704 2.2048  0.221
P2 1.9778 -2.5193 0.7679  0.147
P3 0.1784 -0.4027 0.3329  0.413
I1 3.9740 -3.5104 -0.6042  -0.143
H1 -0.3041 0.4052 -0.6662  0.159

---

C5H9NO4 | ωB97M-V with the def2-TZVPD basis set

The orbital gap comes out at 9.167 eV. The HOMO energy is -9.107 eV. Its energy is -551.46799 a.u.

Each line ends with the Mulliken charge.
Positions of all 19 atoms, in Å:
N1 -0.0459 1.9578 -2.3484  -0.368
C1 0.3813 1.3496 -1.2290  0.519
O1 1.3383 1.7650 -0.5812  -0.602
C2 -0.2352 -0.0075 -0.9457  -1.031
C3 -0.0008 -0.4703 0.4831  0.933
C4 -0.6862 -1.7654 0.8634  -0.416
O2 -1.7066 -0.8205 1.0426  -0.642
C5 1.4875 -0.6564 0.7417  -0.140
O3 2.2454 -1.2387 0.0047  -0.477
H1 0.4122 2.8005 -2.6681  0.243
H2 -0.7709 1.5632 -2.9298  0.196
H3 -1.3018 -0.0047 -1.2019  0.445
H4 0.1841 -0.7351 -1.6561  0.347
H5 -0.8571 -2.4488 0.0274  0.294
H6 -0.3502 -2.2125 1.8090  0.306
H7 1.8053 -0.4076 1.7788  0.350
O4 -0.3851 0.8298 2.0322  -0.792
H8 -1.5193 0.0512 1.9517  0.532
H9 0.0048 0.4504 2.8257  0.305